A 2-piece molecular cluster, C2FN5 overall at a distorted geometry, computed with ωB97M-V with the def2-TZVPD basis set.

Bonds (Å) are listed after each position.
Element x y z (Å)
1 C -2.56 -0.04 -0.04  N3 1.136
2 C 0.99 0.73 0.05  N4 1.350, N7 1.353, F8 1.309
3 N -3.69 0.05 0.00  C1 1.136
4 N 2.16 0.06 -0.03  C2 1.350, N5 1.341
5 N 1.83 -1.24 -0.04  N4 1.341, N6 1.305
6 N 0.53 -1.37 0.03  N5 1.305, N7 1.279
7 N 0.01 -0.20 0.01  C2 1.353, N6 1.279
8 F 0.72 2.01 0.01  C2 1.309

orbital gap (spin up / spin down): 5.567 / 5.476 eV
E: -449.541340 a.u.
ΔE to the lowest compared entry with this formula, charge and spin: 474.1 kJ/mol
HOMO level (spin up / spin down): -11.7 / -11.6 eV